Run w
Density functional theory data (ωB97M-V/def2-TZVPD) for BrH2O2PS in the gas phase.

Calculated values
charge: 0
LUMO level: -1.1 eV
spin multiplicity: 1
highest occupied orbital energy: -0.3274 Ha
SMILES: OP(O)(=S)Br
gap between HOMO and LUMO: 7.8 eV

The geometry in XYZ format:
```
7
BrH2O2PS, DFT ωB97M-V/def2-TZVPD
O 0.55 0.50 -1.25
O 0.36 0.34 1.26
P 0.92 -0.43 -0.03
S -0.37 -2.43 -0.12
Br 3.12 -0.23 0.02
H -0.34 0.24 -1.49
H -0.63 0.14 1.25
```



Run x
Density functional theory data (ωB97M-V/def2-TZVPD) for 2 unconnected molecules or ions with the total composition BrH2O2PS.

Calculated values
charge: 0
LUMO level (alpha / beta): -2.8 / -3.2 eV
spin multiplicity: 1
highest occupied orbital energy (alpha / beta): -0.3718 / -0.3447 Ha
gap between HOMO and LUMO (alpha / beta): 7.4 / 6.2 eV

The geometry in XYZ format:
```
7
BrH2O2PS, DFT ωB97M-V/def2-TZVPD
O -0.90 0.68 -0.87
O -0.32 0.10 1.40
P -0.17 -0.49 -0.11
S -0.85 -2.32 -0.14
Br 2.85 0.77 -0.47
H -0.98 0.73 -1.81
H 0.37 0.52 2.00
```



Of them, run x has the lowest stability.